Formula: C39H47BrCl5IMnNO3P2S
Source: the Open Molecules 2025 dataset
Level of theory: ωB97M-V/def2-TZVPD

Calculated total energy (eV): -250332.554
Energy above the lowest of the compared OMol25 structures with the same formula, charge and spin (eV): 0.098
Strongest force on any atom (eV Å⁻¹): 0.836
Multiplicity: 6
Total charge: -1
Kohn-Sham gap (spin up / spin down) (eV): 6.76 / 6.79
⟨S²⟩: 8.7557

Positions of all 101 atoms, in Å:
Mn: 1.203 -0.190 -0.385
C: 2.398 3.877 -0.509
C: 0.983 3.569 -0.022
C: 0.032 3.355 -1.196
P: 0.978 2.058 1.050
C: 2.032 2.559 2.496
C: 1.943 4.002 2.994
C: 1.876 1.578 3.653
C: -0.755 1.904 1.527
C: -1.368 2.822 2.378
C: -2.723 2.802 2.672
C: -3.339 3.774 3.643
C: -3.482 1.844 2.001
C: -2.912 0.923 1.146
C: -1.513 0.863 0.909
N: -0.929 -0.051 0.071
C: -1.616 -1.217 -0.292
C: -2.312 -2.014 0.627
C: -2.932 -3.192 0.250
C: -2.885 -3.648 -1.063
C: -3.543 -4.939 -1.477
C: -2.166 -2.886 -1.975
C: -1.525 -1.701 -1.620
P: -0.410 -0.799 -2.744
C: 0.030 -2.042 -4.046
C: 0.695 -3.267 -3.415
C: 1.003 -1.408 -5.045
C: -1.546 0.408 -3.624
C: -2.365 -0.184 -4.771
C: -2.509 1.062 -2.633
H: 2.399 4.790 -1.111
H: 2.764 3.057 -1.129
H: 3.103 4.017 0.314
H: 0.607 4.406 0.577
H: 0.290 2.447 -1.745
H: 0.106 4.192 -1.897
H: -1.002 3.278 -0.861
H: 3.035 2.417 2.077
H: 1.009 4.191 3.524
H: 2.035 4.736 2.192
H: 2.754 4.187 3.704
H: 0.882 1.649 4.100
H: 2.614 1.797 4.429
H: 2.030 0.549 3.325
H: -0.758 3.599 2.824
H: -2.857 4.753 3.588
H: -3.250 3.433 4.680
H: -4.402 3.915 3.439
H: -4.560 1.826 2.139
H: -3.559 0.229 0.629
H: -2.353 -1.707 1.664
H: -3.453 -3.778 1.000
H: -4.185 -5.323 -0.683
H: -2.801 -5.709 -1.705
H: -4.158 -4.806 -2.370
H: -2.088 -3.240 -2.999
H: -0.866 -2.351 -4.588
H: 1.655 -3.007 -2.959
H: 0.881 -4.024 -4.183
H: 0.079 -3.718 -2.639
H: 1.955 -1.186 -4.556
H: 0.636 -0.477 -5.477
H: 1.203 -2.108 -5.861
H: -0.878 1.179 -4.017
H: -3.002 -0.996 -4.405
H: -1.754 -0.571 -5.583
H: -3.024 0.584 -5.189
H: -3.266 0.343 -2.310
H: -3.022 1.901 -3.114
H: -2.003 1.427 -1.745
Cl: 3.938 -0.261 0.743
C: 4.110 -0.061 -1.002
C: 3.045 0.544 -1.646
C: 3.259 0.749 -2.999
Cl: 2.054 1.642 -3.911
C: 4.395 0.306 -3.676
Cl: 4.587 0.567 -5.374
C: 5.386 -0.381 -2.968
Cl: 6.780 -0.978 -3.791
C: 5.256 -0.576 -1.594
Cl: 6.461 -1.415 -0.707
Br: 2.092 -1.768 6.033
C: 0.455 -0.884 5.682
C: -0.108 -0.153 6.720
C: -1.298 0.529 6.522
C: -1.922 0.469 5.284
C: -1.353 -0.261 4.255
C: -0.155 -0.945 4.433
I: 0.706 -1.947 2.797
H: 0.395 -0.122 7.677
H: -1.729 1.104 7.332
H: -2.849 0.998 5.099
H: -1.843 -0.278 3.284
C: 1.034 -4.744 -0.338
S: 2.280 -3.467 -0.128
O: 2.711 -3.548 1.251
O: 3.292 -3.689 -1.134
O: 1.509 -2.218 -0.392
H: 0.630 -4.998 0.640
H: 1.503 -5.614 -0.791
H: 0.239 -4.362 -0.979